(P)
ORCA calculation (wB97M-V/def2-TZVPD) on one molecule with the formula C5H7N.

```
! RIJCOSX wB97M-V def2-TZVPD def2/J DEFGRID3
* xyz 0 1
C 2.62 -0.37 0.25
C 1.59 0.12 -0.13
C 0.40 0.76 -0.65
N -0.48 1.53 0.25
C -0.98 0.29 -0.33
C -1.26 -0.92 0.53
H 3.54 -0.79 0.58
H 0.55 1.24 -1.61
H -0.19 1.37 1.21
H -1.72 0.46 -1.11
H -0.51 -1.05 1.31
H -2.24 -0.82 1.00
H -1.28 -1.83 -0.08
*
```

Calculated values
LUMO level, eV: 1.1
SMILES: C#C[C@@H]1N[C@@H]1C
Kohn-Sham gap, eV: 10.4

Mulliken atomic charge list, values in e, 6 entries: 0.381, -0.703, -0.426, -0.627, 0.274, -1.224

---

(Q)
ORCA calculation (wB97M-V/def2-TZVPD) on C5H7N as an isolated structure.

```
! RIJCOSX wB97M-V def2-TZVPD def2/J DEFGRID3
* xyz 0 1
N 0.57 2.95 -0.68
C 0.42 1.87 -1.11
C 0.09 0.51 -1.41
C 0.77 -0.63 -0.65
C -0.06 -1.03 1.11
C -1.07 0.02 1.11
H -0.54 0.34 -2.30
H 0.83 -1.54 -1.28
H 1.78 -0.34 -0.32
H -0.51 -2.04 1.23
H 0.71 -0.92 1.91
H -0.87 1.01 1.54
H -2.12 -0.20 0.87
*
```

Calculated values
LUMO level (alpha / beta), eV: 0.0 / -1.3
Kohn-Sham gap (alpha / beta), eV: 8.8 / 6.7

Mulliken atomic charge list, values in e, 6 entries: -0.443, 0.360, -0.392, -0.613, -0.364, -0.698

---

Which one is the least stable? From the structures above, (Q).